Molecular formula: C33H35BaCl5N4P2
Method: DFT, the ωB97M-V functional and the def2-TZVPD basis

Summary:
- ΔE to the lowest compared entry with this formula, charge and spin: 18.8 kcal per mole
- Frontier orbital gap: 5.73 eV
- HOMO: -7.01 eV

Structure (ORCA input):
```
! wB97M-V def2-TZVPD RIJCOSX def2/J DEFGRID3
* xyz 0 1
N 0.76119 3.12370 -3.87657
H 3.34987 1.37280 -4.23033
C 1.30820 4.70654 -5.39784
H 0.60760 -5.62179 -0.26452
Cl -7.69701 -1.32642 5.68926
C 1.47200 4.93108 2.20121
H 3.03594 1.40969 -1.68819
H -0.30238 -0.98077 -0.32960
C 3.56780 5.19991 3.04299
H -6.08316 -0.20115 -0.70941
C -0.10955 4.79532 -5.12275
C -5.01478 -1.82233 2.81397
C 1.80318 3.66967 -4.63190
H 0.95554 -2.45660 1.21997
H 5.77118 -0.28219 0.87025
H 4.41413 5.60966 3.58845
C -1.29015 -2.88967 -0.58355
H 2.81475 3.30958 -4.56872
H 1.08541 -4.07960 0.31065
H -4.86724 -1.52132 -0.81475
H 3.59032 3.60139 -0.58918
C -5.41142 -0.83978 -0.09598
H -1.52182 -4.95070 -0.99949
C 1.41963 -1.21347 -4.98994
C -0.69442 -4.23558 2.68803
H 3.37079 -0.65885 -6.00225
H -6.08147 -1.51744 0.49472
C 0.22913 -4.73939 0.26607
C 3.55017 4.04752 2.28622
H -2.01478 -2.62010 -1.38592
P 1.62838 2.65949 0.63053
Cl -4.66628 -5.51111 4.10182
C 2.50342 0.07136 1.25804
C 2.54693 2.35561 -1.98928
Cl -7.22498 -4.47191 5.65725
H 0.12786 -1.10936 2.04496
H 1.12771 -2.14915 -5.48741
H 0.44497 4.99320 1.86612
N 2.88555 1.37826 0.96283
C 4.26345 1.33410 0.74995
C -0.86338 -1.74162 0.26901
H 0.69350 -5.72892 2.15342
N 1.43481 0.58731 -3.61057
H 2.05158 4.29627 -1.10334
H 1.90331 6.67831 3.47567
H -0.79968 5.49933 -5.57217
C -0.17878 -5.20822 1.69487
H 4.81123 2.21522 0.47807
H 1.88277 5.32418 -6.07036
C 3.60940 -0.76723 1.26205
C 2.24122 5.76596 2.98835
H -1.34031 3.54207 -3.71552
P 0.83130 1.88395 -2.53818
H -1.08810 -2.32565 3.40167
H -1.76987 -1.18676 0.57592
Cl -3.81501 -3.86516 1.45827
H 1.46426 -0.12974 1.44286
H 3.61365 -1.83306 1.46273
H -1.17972 -4.71144 3.53997
C 2.54469 3.35173 -0.82649
C -6.41493 -3.46086 4.56380
C 2.60710 -0.45786 -5.25697
H 3.13778 2.78660 -2.80523
C 2.59708 0.61958 -4.38861
C -4.83284 -3.18341 2.71940
Ba -3.96623 0.81722 1.47709
H -0.20108 -0.80268 -3.48889
N 2.25290 3.83609 1.79284
C -5.41983 -4.02012 3.71386
C -6.63648 -2.05983 4.56431
H -0.93181 -6.00668 1.55104
C -0.41170 3.81681 -4.19474
C -5.88045 -1.23964 3.67919
H 4.35807 3.36962 2.06016
C -0.02374 -2.06319 1.51372
Cl -5.89101 0.60186 3.75733
C 4.74467 0.04983 0.94448
C -0.62895 -2.89071 2.59125
C 0.71614 -0.55542 -3.99348
C -0.87724 -4.17395 -0.55245
*
```

Molecular formula: C33H35Br2N7O4RuS3
Method: DFT, the ωB97M-V functional and the def2-TZVPD basis

Summary:
- ΔE to the lowest compared entry with this formula, charge and spin: 53.9 kcal per mole
- Frontier orbital gap (spin up / spin down): 6.69 / 5.45 eV
- HOMO (spin up / spin down): -9.49 / -9.74 eV

Structure (ORCA input):
```
! wB97M-V def2-TZVPD RIJCOSX def2/J DEFGRID3
* xyz 1 6
C 5.02251 -3.23331 -1.95410
Ru 0.75785 -0.94749 -0.17448
H -4.19105 0.20162 -1.87895
H -1.98306 3.07020 -3.12824
H -0.88754 3.21056 6.21000
C -3.81212 1.08496 -2.37486
C 0.34587 1.01048 -5.54409
H -0.46499 -0.97281 9.07886
C -1.44998 2.82139 -6.63148
C -3.08189 -2.45795 -3.38770
H 0.31178 -1.91651 3.22264
H -2.16855 3.54557 -7.01543
H -2.67157 3.43177 -1.46613
N -1.82163 0.59865 2.69963
C -0.16668 2.36475 8.06248
H 0.04429 2.57005 2.59289
C -0.40979 -0.06560 8.43154
C -0.95569 1.00317 6.30438
H 1.67418 -2.42502 4.12899
H -2.24936 -0.53359 -1.43801
N -1.52553 0.56492 5.09877
O 1.07074 4.01592 -3.18895
C -0.61255 3.24422 -5.55885
H -0.53692 -0.48583 -6.87047
O -1.73748 -2.26931 -2.93826
C 4.26914 -2.10845 -2.20026
H -1.31224 2.24797 3.80452
H -1.94985 -2.21933 1.01011
C -2.47242 -0.60754 2.46863
C 3.84395 -3.93104 1.55913
H 0.13245 2.30933 0.83451
H 4.33168 -4.88681 1.77788
C 0.21733 1.81930 1.81825
S 1.42827 2.65404 -3.73170
H -3.16137 -3.42260 -3.96233
H -0.96410 2.86166 -1.69394
H 3.72570 3.11455 -3.78606
H -3.88557 0.97493 -3.45790
N -0.72551 -0.40966 1.10045
H 5.77571 -3.50287 -2.70795
H -3.38014 -0.89274 3.00576
C 4.95149 -3.83040 -0.69333
H 2.88937 3.60755 -5.38792
S 0.16445 -2.72649 -1.15341
C -0.09881 1.22677 8.88613
H 2.78680 -3.79358 3.42580
H -4.41535 1.97752 -2.12042
O 2.34953 -0.70280 -1.64415
H -3.28688 -1.65233 -4.03986
H 0.23786 1.27939 9.93213
C 0.32296 2.31352 -5.08863
C -1.45250 1.47094 -7.04892
C 2.98011 2.88229 -4.58918
N -1.79070 -0.79662 5.22535
H -2.23887 1.07689 -7.68533
C -1.27229 -3.18432 -2.11032
S -1.75168 -4.69821 -1.78302
H -2.99470 1.67102 4.09487
H 0.02187 3.36161 8.45076
C -0.53949 0.58307 -6.52183
Br 6.16358 -5.26233 -0.47218
H 1.03516 0.23565 -5.22166
C 3.21868 -1.63072 -1.36368
C -0.66513 2.28503 6.76182
Br 4.65106 -1.18462 -3.77924
C 3.15236 -2.30115 -0.06161
C -1.96773 2.79666 -2.07423
C 2.96558 -3.39635 2.44712
C -0.81902 -0.13909 7.10280
C -1.92972 1.39749 3.97294
C 2.18936 -2.27892 2.13960
C 4.05349 -3.35047 0.29329
C -0.72707 0.68889 1.88551
H -3.78438 -2.50066 -2.53106
C 1.39230 -1.75362 3.29560
H 1.29026 1.51356 1.86337
N -2.40030 1.41060 -1.93542
O -0.41753 0.40178 -1.33782
N -1.51700 -1.16771 6.43877
H 3.23302 1.85994 -5.00393
H -0.68880 4.22942 -5.14449
C -1.65841 0.39366 -1.52208
N 2.22865 -1.79319 0.83713
H 1.57973 -0.70424 3.63068
C -1.81518 -1.24698 1.51078
*
```

Molecular formula: C33H35BrClN4O15PS
Method: DFT, the ωB97M-V functional and the def2-TZVPD basis

Summary:
- ΔE to the lowest compared entry with this formula, charge and spin: 167.6 kcal per mole
- Frontier orbital gap: 8.17 eV
- HOMO: -9.45 eV

Structure (ORCA input):
```
! wB97M-V def2-TZVPD RIJCOSX def2/J DEFGRID3
* xyz 0 1
H -5.71357 -2.53170 -0.96246
C -3.49191 0.20419 -0.07440
C -8.38191 0.43012 -6.36342
C -1.32796 -1.63940 -0.24045
C 6.00886 -2.18311 3.98094
O -8.94573 4.43420 -8.82974
C 5.78540 5.21459 5.51059
H -5.98319 0.46580 -2.24900
C 3.62600 -1.62035 0.22029
H -9.25770 -1.35212 -7.20101
C 5.95980 4.00507 4.83507
O -2.58918 3.03138 -1.13027
C -9.42414 1.74310 -8.60786
H -7.98037 -0.08544 -5.49381
O 9.00989 -3.00760 7.83322
H 6.86016 -5.18055 5.33846
Br -1.47961 -1.96778 1.74269
N -8.45397 3.89024 -7.82975
H 4.08447 1.03520 3.02443
C 2.97871 -1.77507 1.45393
C 6.88688 6.39449 3.70463
H 7.24300 7.32602 3.26991
H -10.18759 -0.18963 -9.18456
C 7.06957 5.19088 3.02100
C 6.83887 -4.10214 5.19730
H 5.21452 1.32662 0.83614
C 6.05006 -3.56419 4.17859
O -7.77277 4.47620 -6.97613
C 7.58223 -3.24354 6.01888
H 8.12449 -1.17968 6.44481
H 7.57229 5.19967 2.05635
H -4.04970 0.87772 -0.88761
P -1.91690 -0.31147 -2.67449
O -0.35190 0.40455 -3.11426
H -4.30300 -1.78679 0.94611
H 0.58560 -3.08753 -1.71308
O -1.13445 0.81020 -0.40580
N 6.76480 2.73346 2.86246
C -8.69076 2.45319 -7.64730
H 5.46427 -4.22182 3.53989
Cl -3.35414 0.92514 -3.63970
H 5.28812 5.23045 6.47791
C 6.59847 3.99861 3.58786
H -5.47079 -0.30793 0.97324
H 6.09906 7.34648 5.47025
H 4.93222 -0.36781 -0.95265
C 4.43097 -0.50029 0.00378
H -7.29091 -0.18424 -1.00956
C 4.59036 0.45207 1.01163
C -5.27583 -1.44817 -1.10697
H -0.61389 -2.99181 -3.17847
H -0.16487 -1.46068 -0.43973
H -2.68774 -2.95014 -1.70111
H -0.42520 -4.63036 -2.26554
C 6.75836 -1.33113 4.79393
C 3.95293 0.29011 2.24291
C -1.70743 -3.01381 -1.06581
O 1.52960 -3.02151 2.77006
O -6.74548 -1.16599 -4.26908
C 6.24421 6.40480 4.94359
C -4.66325 -0.87760 0.30362
H 2.65063 -0.93456 3.43405
H -7.60483 2.34130 -5.76495
O -8.01697 -2.52536 -2.58687
H 5.38793 -1.76794 3.18892
N 2.11087 -2.93731 1.67869
C 3.14313 -0.82445 2.47017
H 6.72328 -0.25609 4.63173
H -1.83427 -3.90351 -0.28034
C -9.10293 -0.28152 -7.32378
H -9.83778 2.23738 -9.48419
H 5.59368 3.08651 5.28888
C -9.62546 0.37157 -8.44118
H 3.51190 -2.35346 -0.57525
O 7.35182 2.76660 1.77067
H -7.83798 -2.67187 -1.59528
C 7.54872 -1.85721 5.81777
C -2.09140 -0.28860 -0.76530
H -4.41516 -1.54025 -1.90216
O 8.41182 -5.03379 7.24132
O 6.30531 1.70581 3.38095
C -0.47722 -3.45056 -2.10861
C -6.45156 -0.52352 -1.77826
N 8.39346 -3.80110 7.10769
C -7.10642 -1.44152 -3.01278
O -3.21434 1.25157 0.96410
S -2.05730 2.20123 0.07874
O -1.38542 3.21358 1.03992
C -8.17163 1.80152 -6.52067
O 2.00611 -3.76575 0.76195
H -0.20632 0.16815 -4.09641
*
```